(1)
Computed, not measured: 2 unconnected molecules or ions with the total composition C5H11OS at a distorted geometry, with ωB97M-V/def2-TZVPD.

Geometry as XYZ:
```
18
Properties=species:S:1:pos:R:3:forces:R:3:nbo_charge:R:1
C 0.14541 1.94547 1.92567 -0.15 -0.30 1.51 -0.2430
C 0.59713 1.90386 0.68703 -0.34 3.54 -0.25 -0.3448
C -0.43517 -1.16353 -2.16222 3.24 -0.16 0.35 -0.7499
C -0.43467 -1.77650 0.84009 4.14 -0.08 0.26 -0.7789
C 0.92840 0.90060 -0.27328 3.67 -3.12 -2.87 -0.5221
O -1.67457 0.09471 -0.29362 0.90 0.66 0.21 -0.9065
S -0.32259 -0.46565 -0.43153 -4.34 0.88 -1.11 1.6798
H -0.26314 2.87016 2.31933 0.36 0.19 -0.26 0.2319
H 0.14324 1.20387 2.72279 -0.09 -0.59 -0.64 0.2062
H 0.60743 2.97571 0.23727 -0.06 -2.08 0.31 0.2562
H -1.25118 -1.87798 -2.15070 -0.11 0.10 0.27 0.2800
H 0.56642 -1.67406 -2.21487 -1.02 0.03 -0.64 0.2404
H -0.50591 -0.41737 -3.00932 -0.07 -0.38 1.56 0.2972
H -0.41193 -2.81678 0.45415 0.78 0.76 0.22 0.2844
H -1.34974 -1.62617 1.26085 -2.91 0.80 0.52 0.2789
H 0.25965 -1.44470 1.69519 -0.35 -1.18 -1.49 0.2742
H 0.97724 1.35817 -1.34362 -0.08 -1.20 1.83 0.2937
H 2.42399 0.01022 -0.26320 -3.56 2.15 0.21 0.2223
```
Forces are in eV/Å.

Calculated values
Largest force on an atom in Eh/bohr: 0.10899
DFT total energy in eV: -18232.91876
Energy relative to the best compared isomer or geometry (same formula, charge and spin) in eV: 5.369
E_HOMO in eV: -14.013
HOMO-LUMO gap in eV: 9.2
Charge: +1

---

(2)
Computed, not measured: a molecular structure, C23H17BrN4O2SY at a distorted geometry, with ωB97M-V/def2-TZVPD.

Geometry as XYZ:
```
49
Properties=species:S:1:pos:R:3:forces:R:3:nbo_charge:R:1
Y 0.40617 1.57472 -0.43910 0.91 -0.40 0.57 2.1587
C -0.63556 2.78441 -3.35507 1.74 1.22 0.15 -0.2630
O -0.27193 1.57595 -2.63849 -0.94 0.65 0.20 -0.6043
C -1.01580 0.42595 -2.90507 -0.13 -1.17 0.88 0.2453
C -1.23643 0.04731 -4.21374 1.17 -0.20 -0.02 -0.2357
C -1.45488 -1.30623 -4.43680 -0.06 -0.18 -0.17 -0.1938
C -1.76191 -2.17831 -3.41220 -0.50 -0.08 1.53 -0.1990
C -1.76632 -1.74790 -2.08089 0.08 0.75 -1.36 -0.1870
C -1.28687 -0.45260 -1.80395 -0.97 -0.95 -1.86 0.0536
N -0.99100 -0.16388 -0.49302 -1.18 -0.47 1.84 -0.5163
N -1.63694 -0.94267 0.40156 3.75 2.09 0.20 -0.1014
C -1.04319 -0.93837 1.63284 -1.77 -0.78 0.51 0.0448
C 0.06283 -0.18246 2.16581 0.07 0.29 0.48 0.4407
O 0.79231 0.61768 1.46498 -0.41 -0.23 -0.17 -0.7825
C 0.38194 -0.27513 3.58497 -0.32 0.70 -0.08 -0.3033
C -0.25387 -1.11868 4.45668 -0.19 -0.15 -2.66 -0.0524
C -1.33614 -1.93263 3.97035 -0.46 -0.92 -0.92 -0.1377
C -1.97500 -2.90542 4.78283 0.53 0.46 -0.55 -0.1496
C -2.95632 -3.72094 4.26585 -0.72 -0.70 0.96 -0.2192
C -3.34896 -3.60633 2.94365 0.53 0.23 -0.65 -0.1738
C -2.76356 -2.65120 2.11143 -0.57 -1.09 -0.14 -0.2184
C -1.72676 -1.85341 2.58841 0.12 0.80 0.33 0.0550
H -1.61975 2.76824 -3.76047 -0.92 -0.25 0.16 0.2212
H 0.05676 2.91035 -4.19795 -0.09 -0.12 0.23 0.2038
H -0.47693 3.65789 -2.66627 -0.37 -0.89 -0.55 0.2222
H -0.94690 0.73129 -5.02699 -0.23 -0.49 0.42 0.2345
H -1.22201 -1.74339 -5.38300 -0.49 0.11 -0.79 0.2314
H -2.01290 -3.21925 -3.56584 0.14 0.03 -0.43 0.2329
H -2.08915 -2.35367 -1.23964 0.33 -0.13 -0.39 0.2460
H 1.05686 0.52973 3.92150 0.06 -0.92 -0.14 0.2369
H 0.13402 -1.32639 5.41008 0.17 0.32 1.40 0.2256
H -1.58327 -3.04781 5.77336 -0.18 0.03 0.42 0.2185
H -3.50046 -4.48418 4.87293 0.88 0.73 -0.33 0.2304
H -4.00653 -4.37892 2.55987 -0.28 0.44 -0.15 0.2243
H -3.07219 -2.60159 1.05371 0.26 0.01 0.82 0.2297
Br 5.96395 -0.91584 -1.54586 -0.83 1.27 0.23 0.1186
C 4.86917 0.63251 -1.08162 0.23 0.17 0.20 -0.0860
C 5.40882 1.66854 -0.25667 -0.31 -1.48 -0.79 -0.1524
C 4.55520 2.67114 0.15653 -0.73 0.44 -0.21 -0.2058
C 3.21462 2.61649 -0.20966 0.24 -1.15 -1.11 0.0331
N 2.70546 1.64883 -1.03254 1.01 0.17 0.13 -0.5821
C 3.52506 0.68743 -1.51663 0.82 -0.96 0.07 0.0207
H 6.45726 1.62228 0.05435 -0.44 0.08 -0.18 0.2610
H 4.86175 3.54059 0.72499 0.27 -0.27 0.12 0.2535
H 2.51277 3.38038 0.09326 -0.07 0.16 0.23 0.2225
H 3.16104 -0.14042 -2.23733 0.27 1.67 1.39 0.2453
S -0.99730 6.13704 0.10729 0.17 -0.99 0.23 -0.0179
C -0.69202 4.57208 0.21012 0.11 -0.43 -0.45 0.2271
N -0.44511 3.38678 0.19142 -0.68 2.59 0.41 -0.9551
```
Forces are in eV/Å.

Calculated values
Largest force on an atom in Eh/bohr: 0.08356
DFT total energy in eV: -116098.54804
Energy relative to the best compared isomer or geometry (same formula, charge and spin) in eV: 0.000
E_HOMO in eV: -10.461
HOMO-LUMO gap in eV: 6.1
Charge: +1

---

(3)
Computed, not measured: C25H20ClFN4O4S in the gas phase, with ωB97M-V/def2-TZVPD.

Geometry as XYZ:
```
56
Properties=species:S:1:pos:R:3:forces:R:3:nbo_charge:R:1
C 7.58927 -0.08207 3.21727 0.16 0.06 -0.13 -0.2532
H 8.49963 -0.12847 3.81259 -0.04 0.02 -0.09 0.2022
O 6.54843 -0.46612 4.08479 -0.21 -0.08 0.18 -0.4876
C 5.27858 -0.49211 3.60833 -0.27 -0.04 0.01 0.3171
C 4.29439 -0.87951 4.52220 0.23 0.04 -0.06 -0.2538
C 2.97044 -0.93012 4.14862 0.00 0.10 -0.18 -0.1650
C 2.61224 -0.59911 2.84739 0.42 0.03 0.02 0.0723
C 3.57971 -0.23194 1.92700 -0.22 -0.19 0.14 -0.1080
C 4.90861 -0.17120 2.30544 0.32 0.01 0.10 -0.3251
H 5.64304 0.12209 1.57296 0.09 0.02 -0.04 0.2222
H 3.29643 0.00317 0.91327 -0.02 0.01 -0.05 0.2287
N 1.24801 -0.65435 2.45855 0.06 0.16 -0.05 -0.4702
C 0.45122 -1.76249 2.59995 -0.42 -0.22 -0.09 0.7105
O 0.75266 -2.80712 3.10870 -0.09 -0.02 -0.02 -0.5499
C -0.89462 -1.42160 1.94982 -0.42 -0.60 -0.05 -0.1258
N -0.69627 -0.03711 1.60158 0.12 -0.01 0.25 -0.2425
C 0.58464 0.35898 1.80477 -0.50 0.60 -0.07 0.3022
S 1.15030 1.83750 1.37926 0.25 0.34 -0.11 -0.1656
N -1.46667 0.72059 0.73913 0.38 0.39 -0.17 -0.4510
C -2.70253 0.44140 0.27667 0.24 -0.03 0.31 0.6571
O -3.37340 -0.50017 0.66718 -0.24 -0.16 0.19 -0.6552
C -3.16827 1.36636 -0.79682 -0.21 0.24 -0.35 -0.1509
C -4.53458 1.37478 -1.06249 -0.03 0.03 0.03 -0.2407
C -5.01435 2.15114 -2.09774 0.25 -0.01 0.05 0.3916
C -4.17532 2.91790 -2.88678 -0.18 -0.08 0.08 -0.2617
C -2.81728 2.89674 -2.62034 -0.03 0.03 0.05 -0.2021
C -2.31040 2.12902 -1.58678 -0.04 -0.02 0.18 -0.1467
H -1.24279 2.11302 -1.43228 0.12 -0.04 0.01 0.2145
H -2.14595 3.47990 -3.23079 0.07 0.04 -0.09 0.2269
H -4.58328 3.50738 -3.69207 -0.06 0.06 -0.09 0.2362
F -6.33592 2.15268 -2.35371 0.03 0.01 0.01 -0.3201
H -5.20229 0.77513 -0.46361 -0.08 -0.06 0.03 0.2519
H -0.92853 1.54195 0.45074 -0.16 -0.18 0.06 0.4425
C -1.17242 -2.37760 0.76557 0.09 0.06 -0.03 -0.5048
C -0.69512 -1.73717 -0.53186 -0.31 -0.41 0.23 0.7000
O 0.42713 -1.29365 -0.65084 0.30 0.03 -0.01 -0.6214
N -1.66201 -1.68016 -1.48644 -0.34 -0.29 -0.13 -0.6046
C -1.66703 -0.93582 -2.67058 0.16 0.19 -0.35 0.1341
C -0.53444 -0.30287 -3.17370 0.11 -0.12 0.14 -0.2435
C -0.62696 0.47741 -4.31110 -0.26 0.04 -0.16 -0.2076
C -1.84613 0.62359 -4.95184 0.09 -0.15 0.20 -0.0614
C -2.97648 -0.02264 -4.47522 0.11 0.01 -0.03 -0.2298
C -2.88286 -0.79938 -3.33924 0.16 -0.03 0.02 -0.1833
H -3.76342 -1.29394 -2.95610 -0.13 -0.04 0.06 0.2116
H -3.92027 0.08808 -4.98466 -0.09 0.03 -0.05 0.2328
Cl -1.96685 1.62761 -6.35218 -0.03 0.17 -0.21 0.0033
H 0.24858 0.97534 -4.69635 0.08 0.06 -0.05 0.2296
H 0.40987 -0.41216 -2.66746 0.02 0.00 0.02 0.2620
H -2.56921 -2.05115 -1.23477 0.23 0.12 0.13 0.4139
H -0.61268 -3.29930 0.94287 -0.02 0.03 -0.06 0.2609
H -2.23571 -2.60493 0.72420 0.12 0.00 0.07 0.2412
H -1.70765 -1.51659 2.67789 0.22 -0.06 -0.06 0.2553
H 2.21391 -1.23054 4.85600 -0.06 -0.03 0.07 0.2274
H 4.59798 -1.13255 5.52509 0.03 -0.03 0.12 0.2281
H 7.67750 -0.76709 2.36821 -0.01 0.03 0.02 0.1774
H 7.44909 0.93924 2.84972 0.00 -0.04 0.00 0.1779
```
Forces are in eV/Å.

Calculated values
Largest force on an atom in Eh/bohr: 0.01516
DFT total energy in eV: -66476.38226
SMILES string: COc1ccc(N2C(=O)[C@H](CC(=O)Nc3ccc(Cl)cc3)N(NC(=O)c3cccc(F)c3)C2=S)cc1
E_HOMO in eV: -8.503
HOMO-LUMO gap in eV: 8.6

---

(4)
Computed, not measured: a molecular structure, C3H3NS at a distorted geometry, with ωB97M-V/def2-TZVPD.

Geometry as XYZ:
```
8
Properties=species:S:1:pos:R:3:forces:R:3:nbo_charge:R:1
C -0.40773 1.12736 -0.15063 -1.50 0.89 0.89 0.0100
C -0.05938 -0.17045 -0.75432 -0.04 -0.39 -1.71 -0.1625
C 0.38306 -0.55587 0.58760 3.38 -1.78 1.99 -0.3279
N -0.25368 0.68319 1.07590 -0.30 1.17 -0.84 -0.2832
S -0.39748 -1.05874 -2.04729 0.02 0.44 -0.08 0.1006
H -0.93412 2.10167 -0.49214 1.19 -1.76 0.64 0.2226
H 0.12343 -1.57526 0.96880 -0.61 1.06 -0.13 0.2233
H 1.54589 -0.55189 0.81209 -2.14 0.37 -0.76 0.2171
```
Forces are in eV/Å.

Calculated values
Largest force on an atom in Eh/bohr: 0.08365
DFT total energy in eV: -15482.12563
Energy relative to the best compared isomer or geometry (same formula, charge and spin) in eV: 1.631
E_HOMO in eV: -9.145
HOMO-LUMO gap in eV: 8.2

---

Computed lowest unoccupied orbital energy, in the same sequence as the records: -4.77; -4.34; 0.08; -0.93 eV.